A cluster of 2 separate species, C3H3N3O in total, computed with ωB97M-V/def2-TZVPD.

Each line ends with the Mulliken charge.
Element x y z (Å)
N 2.07887 -0.24097 0.51039  -0.45
C 1.00597 -0.71149 0.20044  0.51
C -0.17824 -1.26211 -0.03762  -0.56
C -1.39703 -0.54634 0.34918  0.04
O -1.42285 0.53128 0.90897  -0.51
H 2.52138 0.41843 -0.12596  0.32
H -0.23076 -2.22237 -0.53869  0.36
H -2.33597 -1.06752 0.07595  0.32
N 0.46717 2.29897 -0.71551  0.13
N -0.50855 2.80213 -0.62714  -0.15

Calculated values
E_LUMO   0.5 eV
Total energy   -355.611180 Ha
SMILES string   N=C=CC=O.N#N
Orbital gap   10.1996 eV


A cluster of 2 separate species, C4H8O2 in total, computed with ωB97M-V/def2-TZVPD.

Each line ends with the Mulliken charge.
Element x y z (Å)
C -2.25704 0.44861 -0.39683  -0.70
C -1.53638 0.63407 0.70023  0.06
O -0.93415 -0.38094 1.42029  -0.49
H -2.97621 1.20316 -0.68256  0.26
H -2.05236 -0.33748 -1.11505  0.24
H -1.41208 1.60638 1.17122  0.33
H -1.09698 -0.10372 2.32818  0.33
C 1.09765 -1.37387 -0.87888  -0.56
C 1.95172 -0.37089 -0.72197  -0.08
O 1.65364 0.83276 -0.10361  -0.46
H 1.20094 -1.95799 -1.78361  0.26
H 0.11684 -1.30311 -0.43265  0.15
H 2.96611 -0.46877 -1.10622  0.36
H 1.58623 1.45958 -0.82938  0.32

Calculated values
E_LUMO   0.9 eV
Total energy   -307.581238 Ha
SMILES string   C=CO.C=CO
Orbital gap   9.8634 eV


A cluster of 2 separate species, C3H10NOS in total, computed with ωB97M-V/def2-TZVPD.

Each line ends with the Mulliken charge.
Element x y z (Å)
C 1.30441 -0.60897 0.26396  -0.79
N -0.02154 -0.52158 -0.14355  -0.19
C -0.79579 0.35968 0.87373  -0.83
C -0.15422 1.78311 0.81910  -0.49
S -1.44062 2.73549 1.63761  -0.70
H 1.30406 -1.14488 1.40413  0.21
H 1.97518 0.25476 -0.05965  0.27
H 2.09210 -1.15776 -0.35223  0.26
H -0.09631 -0.23941 -1.13685  0.26
H -1.84388 0.34615 0.67572  0.33
H -0.81285 -0.05594 1.89134  0.30
H 0.06800 2.17571 -0.18132  0.23
H 0.63038 1.82875 1.54582  0.17
H -1.19755 -2.27280 -1.86093  0.34
H -0.04752 -1.81171 -2.77956  0.30
O -0.96385 -1.67061 -2.59732  -0.68

Calculated values
E_LUMO   3.3 eV
Total charge   -1
Total energy   -648.419429 Ha
Orbital gap   5.3034 eV


A structure of composition C17H27AsN4O6SZr, computed with ωB97M-V/def2-TZVPD.

Each line ends with the Mulliken charge.
Element x y z (Å)
Zr -0.05237 -0.50119 0.46910  0.31
O -0.26126 -1.49325 4.36249  -0.67
As 0.86472 -1.14103 2.93268  0.31
O 1.74641 -0.98464 0.52910  -0.31
O -0.05848 0.15544 2.30575  -0.61
C 0.44633 -2.98350 2.08472  0.55
C 1.29079 -3.93082 2.67698  -0.53
C 1.18112 -5.28684 2.42229  -0.67
C 0.20682 -5.75526 1.55390  -0.62
C -0.62737 -4.84378 0.93539  -0.74
C -0.49699 -3.48553 1.18925  0.52
S -1.61444 -2.46597 0.24385  1.58
O -2.71558 -3.22351 -0.25961  -0.71
O -1.96692 -1.30290 1.08861  -0.57
O -0.75633 -1.86585 -0.84506  -0.70
H -0.87293 -0.74805 4.41543  0.26
H 2.04140 -3.57068 3.37517  0.40
H 1.84043 -5.98236 2.92226  0.40
H 0.09502 -6.81084 1.35058  0.41
H -1.40727 -5.16542 0.25681  0.48
C 2.06356 -0.17699 -2.36662  -1.44
C 2.81682 0.42684 -1.16175  2.14
C 4.05962 -0.42676 -0.86018  -1.81
C 3.26098 1.86643 -1.46074  -1.81
C 1.87910 0.38774 0.06783  -0.37
H 1.55015 0.60006 -2.93357  0.23
H 1.33227 -0.91151 -1.99874  0.16
H 2.74978 -0.68418 -3.04301  0.45
H 4.73909 -0.46361 -1.71032  0.48
H 3.73935 -1.43904 -0.61390  0.36
H 4.59299 -0.02529 -0.00052  0.37
H 3.96491 1.88023 -2.29157  0.44
H 3.75661 2.29728 -0.59076  0.36
H 2.41719 2.50566 -1.72609  0.37
H 2.33668 0.96852 0.90451  0.36
C -2.66687 0.93044 -0.60977  -1.02
N -1.25197 1.23846 -0.28377  1.62
C -1.24848 2.22000 0.83561  -1.05
N -1.97735 3.42427 0.48629  0.12
C -3.35109 3.05949 0.16050  -0.67
N -3.40157 2.13080 -0.96457  0.08
C -2.76223 2.75959 -2.11423  -0.66
N -1.37504 3.10817 -1.82552  0.12
C -0.65197 1.90175 -1.46680  -0.50
C -1.35821 4.02394 -0.68904  -0.62
H -3.14494 0.46092 0.25776  0.32
H -2.69541 0.22099 -1.44890  0.24
H -0.20481 2.47372 1.08070  0.20
H -1.71501 1.75217 1.71303  0.38
H -3.90614 3.96403 -0.10080  0.33
H -3.81280 2.59396 1.03647  0.33
H -3.30390 3.67259 -2.37240  0.35
H -2.79460 2.07366 -2.96605  0.34
H 0.39246 2.15057 -1.22121  -0.23
H -0.68046 1.20548 -2.31684  0.24
H -1.90870 4.92818 -0.96061  0.37
H -0.32308 4.28741 -0.45413  0.31

Calculated values
E_LUMO   0.4 eV
Total energy   -4015.513934 Ha
Orbital gap   8.6150 eV